Here is a 7-piece molecular cluster, C26H56F3N2O8 overall from the Open Molecules 2025 dataset. Energies are from the ωB97M-V functional and the def2-TZVPD basis.

Summary:
E_LUMO = -4.09 eV
orbital gap = 7.40 eV
HOMO level = -11.49 eV
max |F| = 0.5 eV Å⁻¹
total charge = +1
multiplicity = 1
energy = -55375.9096 eV

Geometry (Å):
H1 -2.400 5.365 1.856
H2 -5.630 -1.671 3.126
C1 -4.312 -1.190 -0.674
F1 1.459 -2.244 2.533
H3 0.334 6.010 3.074
C2 7.331 -5.585 -4.868
C3 5.274 -3.934 4.030
H4 -0.818 7.200 2.449
H5 -0.712 2.161 1.296
H6 -0.819 -2.472 1.701
H7 -1.609 3.842 3.457
O1 -1.187 3.843 2.592
O2 -3.256 2.451 -4.655
C4 -1.340 5.155 2.030
C5 0.782 7.927 -0.797
H8 -6.718 -2.677 1.254
H9 -0.839 5.129 1.063
C6 -2.815 -1.244 -1.020
H10 -4.617 1.066 -6.531
H11 -6.868 -0.532 2.574
H12 5.002 -5.643 2.752
H13 5.777 -4.232 -0.260
N1 -2.180 0.080 -0.849
H14 5.805 -6.546 0.687
H15 -2.562 -0.918 1.630
H16 -6.103 0.874 -5.587
C7 1.766 8.628 0.117
H17 -4.071 0.687 -4.125
O3 7.326 -4.322 1.027
O4 3.211 -5.165 3.566
C8 -5.231 1.508 -5.747
C9 -1.252 2.591 -0.728
F2 0.409 -0.567 3.428
H18 -0.895 3.613 -0.722
H19 5.458 -4.521 4.930
O5 -0.505 7.771 -0.196
O6 6.382 -6.505 -4.336
H20 7.335 -4.531 -1.033
C10 -1.148 1.791 0.376
O7 -6.345 1.581 1.657
H21 5.962 -6.599 -1.079
H22 -0.844 8.650 0.001
H23 1.873 8.082 1.055
H24 7.320 -5.620 -5.963
H25 7.849 -3.484 -4.762
H26 -5.053 2.085 -3.675
C11 -0.724 6.219 2.911
H27 -0.090 -1.580 0.375
H28 5.508 -6.239 -4.636
C12 -5.280 1.274 2.105
C13 -1.648 0.487 0.308
H29 -2.664 -1.475 -2.073
C14 -1.836 2.053 -1.887
H30 -4.025 -2.452 1.099
H31 -4.081 3.025 1.864
C15 -1.594 -0.437 1.490
H32 -4.966 -3.170 -0.188
H33 6.113 -3.807 -4.692
H34 4.735 -3.028 4.323
H35 8.165 -4.784 1.122
C16 -6.103 -1.805 1.017
H36 -4.568 -0.180 -0.342
H37 -4.876 -1.343 -1.598
N2 -2.280 0.822 -1.938
H38 -1.955 2.620 -2.806
H39 -6.678 -1.213 0.296
H40 2.720 -4.376 3.815
H41 4.299 -4.154 2.121
H42 1.423 9.639 0.352
H43 -3.536 3.315 -4.977
H44 -1.443 0.192 2.369
O8 -4.882 -0.020 2.231
H45 7.379 -6.837 -0.056
H46 -4.650 2.717 3.511
C17 -0.466 -1.486 1.397
C18 6.444 -6.280 -0.155
H47 6.229 -3.639 3.596
H48 -2.266 -1.979 -0.435
H49 -3.301 1.763 2.841
H50 0.689 8.465 -1.745
C19 0.748 -1.145 2.252
C20 4.464 -4.739 3.034
C21 -4.248 2.247 2.612
H51 -5.583 2.480 -6.099
H52 2.746 8.708 -0.354
C22 -4.789 -2.232 0.346
C23 6.710 -4.788 -0.172
H53 1.122 6.916 -1.022
C24 7.094 -4.171 -4.376
C25 -4.431 1.656 -4.469
H54 7.125 -4.140 -3.287
H55 8.303 -5.946 -4.537
F3 1.564 -0.270 1.610
H56 -1.216 6.245 3.886
C26 -5.929 -1.015 2.304

Force components x, y, z for each atom (eV/Å):
H 0.0 0.0 0.0
H 0.1 0.0 -0.1
C -0.1 0.0 0.0
F 0.0 0.2 -0.1
H 0.0 0.0 0.0
C 0.0 0.0 0.0
C 0.0 0.0 0.1
H 0.0 0.0 0.0
H -0.1 -0.1 0.0
H 0.0 0.1 0.1
H 0.1 0.0 0.0
O -0.1 0.0 -0.1
O -0.1 0.1 0.1
C 0.0 0.1 0.1
C 0.0 0.1 0.0
H 0.1 0.0 0.0
H 0.0 0.0 0.0
C 0.0 -0.3 -0.2
H 0.0 0.0 0.0
H 0.1 0.0 0.0
H 0.0 0.0 0.0
H 0.0 0.0 0.0
N 0.1 0.0 0.2
H 0.0 0.0 0.0
H 0.0 0.0 0.0
H 0.0 0.0 0.0
C -0.1 0.0 0.1
H 0.0 0.0 0.0
O -0.1 -0.1 0.0
O 0.0 0.0 -0.1
C 0.1 0.0 0.0
C -0.1 0.0 -0.2
F 0.1 -0.2 -0.3
H 0.0 -0.1 0.0
H 0.0 0.0 0.0
O 0.0 0.0 0.0
O 0.0 0.1 0.0
H 0.0 0.0 0.0
C 0.1 0.0 0.0
O -0.2 0.1 0.0
H 0.0 0.0 0.0
H 0.0 0.0 0.0
H 0.0 0.0 0.0
H 0.0 0.0 0.0
H 0.0 0.0 0.0
H 0.0 0.0 0.0
C 0.0 0.0 0.1
H 0.0 -0.1 0.1
H 0.0 0.0 0.0
C 0.1 -0.2 0.0
C 0.0 0.0 0.0
H 0.0 0.0 0.1
C 0.2 0.2 0.1
H 0.0 0.1 0.0
H -0.1 0.0 0.1
C 0.0 0.1 0.0
H 0.1 0.0 0.1
H 0.0 0.0 0.0
H 0.0 0.0 0.0
H 0.0 0.0 0.0
C 0.0 0.2 -0.2
H 0.1 -0.1 0.1
H 0.0 0.1 0.1
N 0.0 0.1 -0.1
H -0.1 -0.1 0.0
H 0.0 0.0 0.1
H 0.0 0.0 0.1
H 0.1 0.0 0.0
H 0.0 0.0 0.0
H 0.0 0.0 -0.1
H 0.0 -0.1 0.0
O 0.1 0.2 0.4
H 0.0 0.0 0.0
H 0.0 0.0 0.0
C 0.1 0.0 0.0
C 0.0 0.0 0.1
H 0.0 0.0 0.0
H -0.1 0.1 0.1
H -0.1 0.0 0.1
H 0.0 0.0 0.0
C 0.1 0.3 0.1
C 0.0 0.2 0.0
C 0.1 -0.1 -0.3
H 0.0 0.0 0.0
H 0.0 0.0 0.0
C -0.2 -0.2 -0.1
C 0.1 -0.1 0.0
H 0.0 0.0 0.0
C -0.1 0.0 0.1
C 0.0 0.0 -0.1
H 0.0 0.0 0.0
H 0.0 0.0 0.0
F -0.3 -0.3 0.2
H 0.0 0.0 0.0
C -0.2 -0.2 -0.1


Here is a 3-piece molecular cluster, C26H56N3 overall in a non-equilibrium geometry from the Open Molecules 2025 dataset. Energies are from the ωB97M-V functional and the def2-TZVPD basis.

Summary:
E_LUMO = -3.52 eV
orbital gap = 6.84 eV
HOMO level = -10.37 eV
max |F| = 1.0 eV Å⁻¹
total charge = +1
multiplicity = 1
energy = -32334.9023 eV

Geometry (Å):
H1 2.863 -2.953 -0.827
H2 -0.066 -3.885 2.271
H3 10.296 -1.776 -0.820
C1 -0.868 -1.020 0.754
H4 1.850 -2.239 -2.057
H5 -1.063 -4.690 6.199
C2 -6.346 5.815 -2.939
C3 -5.718 7.134 -3.387
H6 -3.414 -4.158 3.986
H7 -1.967 -5.483 2.581
C4 7.389 -1.358 -1.015
C5 9.666 -1.301 -0.063
C6 -0.333 -0.529 -1.593
C7 -0.078 -4.605 3.096
H8 -3.002 -5.103 7.707
H9 -3.530 5.566 -2.630
H10 9.367 -2.047 0.673
H11 5.024 -2.024 -0.217
H12 -3.070 3.530 -3.973
H13 3.546 -1.266 -3.600
H14 -6.424 8.347 -1.733
C8 -2.389 -3.807 3.845
H15 -7.317 6.021 -2.479
H16 -0.964 -2.570 4.896
H17 -3.524 -5.216 6.034
C9 -5.506 5.011 -1.945
H18 -0.405 -2.469 -0.737
H19 1.751 -0.627 0.421
H20 -6.558 5.203 -3.819
H21 -0.851 -1.767 1.545
H22 3.497 -0.187 -0.746
H23 0.546 -0.158 -2.112
C10 6.123 -0.862 -1.648
N1 -1.164 0.663 -1.250
H24 -1.505 -5.737 4.244
H25 9.163 1.039 -1.820
C11 2.404 -2.013 -1.142
H26 1.499 -2.310 0.805
C12 3.427 -0.462 -2.869
C13 8.459 -0.636 -0.689
H27 6.223 -0.862 -2.740
H28 -1.426 -3.279 7.159
H29 -0.424 -0.101 1.153
H30 0.497 -5.475 2.781
H31 -5.075 9.057 -2.617
C14 3.561 -1.025 -1.451
N2 -3.410 1.051 -0.631
H32 -6.044 4.087 -1.705
H33 -0.636 1.432 -0.848
C15 1.443 -1.585 -0.014
H34 5.927 0.180 -1.367
H35 -4.633 2.844 -3.519
H36 4.139 0.335 -3.081
H37 2.427 -0.044 -3.026
H38 10.289 -0.565 0.446
C16 -1.809 -3.906 6.351
H39 -3.882 -3.765 6.974
C17 -4.104 4.657 -2.441
H40 0.441 -4.158 3.945
H41 -4.305 0.596 -0.548
H42 -3.414 2.051 -0.761
C18 -0.024 -1.494 -0.421
H43 7.444 -2.430 -0.828
H44 -3.572 4.135 -1.633
H45 -0.938 -1.067 -2.324
H46 -2.914 -0.603 1.038
C19 -1.512 -4.993 3.445
C20 -1.929 -3.049 5.092
H47 -5.422 5.563 -1.006
H48 -4.553 4.277 -4.542
H49 -2.431 -3.099 3.005
C21 -3.129 -4.533 6.788
C22 -5.487 8.119 -2.245
H50 -4.787 7.728 -1.505
H51 -4.773 6.944 -3.904
H52 -2.635 -2.234 5.285
C23 4.910 -1.722 -1.261
H53 9.086 1.324 -0.087
N3 -2.246 -0.734 0.286
C24 8.569 0.845 -0.922
H54 -6.377 7.593 -4.126
C25 -4.093 3.780 -3.689
C26 -2.285 0.340 -0.516
H55 7.600 1.330 -1.046
H56 4.905 -2.617 -1.895

Force components x, y, z for each atom (eV/Å):
H -0.1 0.0 -0.1
H 0.0 0.0 0.0
H 0.0 0.0 0.0
C 0.6 -0.6 -0.2
H 0.0 0.0 0.0
H 0.0 0.0 0.0
C 0.0 0.0 0.0
C 0.0 0.0 0.1
H 0.0 0.0 0.0
H 0.0 0.0 0.0
C 0.2 0.0 0.0
C 0.0 0.2 0.0
C -0.3 -0.1 -0.1
C -0.1 0.0 0.0
H 0.0 0.0 0.0
H 0.0 0.0 0.0
H 0.0 -0.1 -0.1
H -0.1 -0.1 0.0
H 0.0 0.0 0.0
H 0.1 0.1 0.0
H 0.0 0.0 0.0
C 0.0 0.0 0.0
H 0.0 0.0 0.0
H 0.0 0.0 0.0
H 0.0 0.0 0.0
C 0.0 0.0 0.0
H 0.2 -0.1 0.2
H 0.0 0.0 -0.1
H 0.0 0.0 0.0
H -0.4 0.0 0.0
H 0.1 0.0 0.0
H 0.1 0.0 0.1
C -0.2 0.0 -0.1
N 0.2 -0.3 0.7
H 0.0 0.0 0.0
H 0.0 0.1 0.0
C 0.3 0.0 0.4
H 0.0 0.1 0.0
C -0.3 0.0 0.1
C -0.1 -0.1 0.1
H 0.0 0.0 0.1
H 0.0 0.0 0.0
H -0.1 0.0 0.1
H 0.0 0.0 0.0
H 0.0 0.0 0.0
C -0.2 0.0 -0.2
N 0.0 -0.1 0.3
H 0.0 0.0 0.0
H -0.1 0.2 -0.4
C -0.1 -0.1 0.0
H 0.1 -0.1 0.0
H 0.0 0.0 0.0
H 0.1 -0.1 0.0
H 0.1 0.0 0.0
H 0.0 0.0 0.0
C -0.1 0.0 0.0
H 0.0 0.0 0.0
C -0.1 -0.1 0.0
H 0.0 0.0 0.0
H 0.0 0.1 0.6
H 0.2 -0.1 -0.7
C -0.3 0.4 -0.1
H -0.1 0.0 0.0
H 0.0 0.1 0.0
H 0.2 0.1 -0.1
H -0.2 -0.7 -0.1
C 0.0 0.1 -0.1
C 0.0 0.0 0.0
H 0.0 0.0 0.0
H 0.0 0.0 0.0
H 0.0 0.0 0.0
C 0.1 0.0 0.0
C 0.0 0.0 -0.1
H 0.0 0.0 0.0
H 0.0 0.0 0.0
H 0.0 0.0 0.0
C 0.2 0.3 -0.2
H 0.0 0.0 0.0
N 0.1 1.0 0.2
C 0.0 0.0 0.0
H 0.0 0.0 0.0
C 0.1 0.0 0.1
C 0.0 0.1 -0.2
H 0.1 0.0 -0.1
H 0.1 -0.1 0.2